[1]
151
Properties=species:S:1:pos:R:3 method="wB97M-V/def2-TZVPD" spin_multiplicity=2 e_tot_ha=-4341.07434 e_homo_ev="-8.2 / -8.6" fmax_ev_per_a=1.3 s_squared=0.75
C 2.454 -3.706 1.719
C 3.069 -2.965 0.513
C 3.460 -3.915 -0.630
C 2.369 -4.156 -1.671
N 1.675 -2.950 -2.151
C 0.657 -3.327 -3.150
C -0.390 -2.229 -3.309
C -1.255 -2.157 -2.046
C -2.511 -1.313 -2.240
C -3.108 -0.697 -0.942
P -1.865 0.471 -0.279
N -0.821 -0.017 0.759
O -2.632 1.786 0.267
O -1.110 1.011 -1.612
C -3.425 -1.880 -0.016
C -4.358 -1.613 1.193
C -3.510 -1.414 2.460
C -5.222 -2.868 1.440
N -5.223 -0.427 0.976
O -4.907 0.602 1.669
C -5.625 -0.128 -0.421
C -6.408 1.202 -0.378
C -6.614 -1.191 -0.945
C -4.413 0.033 -1.365
C 2.561 -1.966 -2.648
S 3.737 -2.223 -3.754
S 2.196 -0.361 -2.040
C 3.795 0.492 -1.992
C 4.078 1.014 -0.567
C 3.958 2.535 -0.498
H 1.563 -3.201 2.092
H 2.144 -4.713 1.439
H 3.173 -3.768 2.538
H 3.957 -2.404 0.809
H 2.341 -2.234 0.164
H 4.361 -3.564 -1.141
H 3.725 -4.887 -0.206
H 2.791 -4.691 -2.533
H 1.607 -4.797 -1.219
H 0.150 -4.192 -2.718
H 1.121 -3.618 -4.100
H 0.110 -1.263 -3.432
H -0.986 -2.411 -4.206
H -1.550 -3.173 -1.771
H -0.613 -1.784 -1.245
H -2.357 -0.530 -2.985
H -3.290 -1.975 -2.631
H -0.974 -0.985 1.013
H -2.957 2.336 -0.459
H -0.284 1.415 -1.318
H -3.908 -2.616 -0.664
H -2.532 -2.385 0.345
H -2.820 -0.580 2.375
H -2.965 -2.346 2.615
H -4.157 -1.253 3.322
H -4.618 -3.644 1.902
H -5.616 -3.251 0.497
H -6.076 -2.601 2.064
H -7.048 1.261 0.502
H -6.996 1.339 -1.280
H -5.706 2.035 -0.309
H -7.335 -1.384 -0.152
H -7.170 -0.740 -1.763
H -6.118 -2.108 -1.261
H -4.207 1.077 -1.571
H -4.707 -0.397 -2.326
H 3.818 1.322 -2.697
H 4.538 -0.237 -2.303
H 5.104 0.759 -0.293
H 3.414 0.522 0.138
H 4.538 2.938 -1.333
H 4.426 2.908 0.408
H 2.920 2.865 -0.551
O -0.703 2.933 2.615
H -0.982 2.562 1.770
H -1.444 3.496 2.873
O -6.152 1.154 4.264
H -5.488 0.588 4.682
H -5.880 1.189 3.339
O 4.411 5.574 0.081
H 4.187 6.384 -0.388
H 3.897 5.608 0.895
O -2.610 -4.857 0.488
H -3.188 -5.619 0.589
H -1.719 -5.203 0.658
O -0.541 -6.066 1.971
H -0.514 -6.255 2.914
H 0.261 -6.474 1.616
O -0.486 4.330 -0.783
H -1.083 3.583 -0.669
H 0.380 3.999 -0.523
O 4.955 0.514 -5.435
H 4.553 -0.338 -5.212
H 5.900 0.334 -5.465
O 6.066 2.305 2.002
H 6.888 2.802 1.926
H 5.953 2.148 2.945
O 7.263 4.980 0.728
H 6.470 5.309 0.277
H 7.821 5.757 0.838
O -9.827 -1.056 -0.340
H -9.962 -0.232 -0.821
H -10.437 -1.005 0.402
O 2.214 -7.219 0.398
H 2.854 -7.831 0.776
H 2.483 -7.126 -0.522
O -2.252 5.532 2.387
H -1.467 5.911 1.979
H -2.884 5.458 1.665
O 3.052 4.652 -3.236
H 2.477 3.903 -3.051
H 3.938 4.302 -3.098
O 3.854 6.213 -5.817
H 4.806 6.078 -5.804
H 3.563 6.024 -4.916
O -5.083 -6.233 -0.242
H -5.330 -6.123 -1.169
H -5.660 -5.633 0.241
O 6.685 5.023 3.960
H 7.497 4.626 4.291
H 6.768 5.015 2.998
O -1.676 -7.615 -0.455
H -2.617 -7.417 -0.388
H -1.474 -8.111 0.343
O -3.553 2.607 -3.140
H -2.732 3.012 -3.442
H -4.154 2.683 -3.888
O -8.579 3.247 -1.520
H -8.160 3.955 -2.017
H -8.389 3.453 -0.599
O 7.133 6.863 6.062
H 6.758 6.561 5.221
H 6.420 7.336 6.499
O 4.830 3.202 -7.428
H 4.383 3.827 -6.849
H 4.909 2.398 -6.899
O -5.243 -6.502 -3.240
H -5.099 -7.411 -3.517
H -5.497 -6.035 -4.041
O 2.744 1.433 2.373
H 2.850 0.489 2.523
H 1.804 1.589 2.523
O 8.767 3.880 5.900
H 8.296 4.621 6.308
H 8.871 3.245 6.618
O 10.703 4.016 8.017
H 11.231 4.574 8.594
H 10.550 4.544 7.225
O -3.535 0.947 5.359
H -3.003 1.335 6.059
H -3.466 1.569 4.627

=====

[2]
42
Properties=species:S:1:pos:R:3 method="wB97M-V/def2-TZVPD" spin_multiplicity=4 e_tot_ha=-4817.83247 e_homo_ev="-8.5 / -8.5" fmax_ev_per_a=3.9 s_squared=3.76 relative_energy_kj_mol=64.43
Co 17.537 7.319 6.545
N 21.789 6.273 6.783
C 20.761 6.775 6.037
N 19.610 6.635 6.581
C 19.932 6.055 7.781
N 21.243 5.796 7.940
C 18.829 5.692 8.731
C 18.935 4.789 9.783
N 17.888 4.510 10.550
C 16.707 5.036 10.207
C 16.586 5.867 9.147
N 17.656 6.202 8.384
H 22.755 6.299 6.580
H 21.015 7.065 5.030
H 19.854 4.361 10.060
H 15.868 4.863 10.832
H 15.694 6.382 8.901
N 7.953 5.473 5.891
C 9.125 5.438 5.948
C 10.554 5.661 5.940
C 11.431 4.628 5.909
C 12.805 4.798 5.769
C 13.346 6.064 5.709
C 12.465 7.178 5.814
C 11.102 6.966 5.900
C 14.790 6.256 5.748
C 15.968 6.493 5.824
H 11.035 3.631 5.871
H 13.387 3.894 5.795
H 12.812 8.231 5.850
H 10.371 7.776 5.917
Cl 16.315 9.490 9.006
C 16.679 10.213 7.437
C 17.285 9.345 6.551
C 17.532 9.911 5.343
Cl 18.297 8.871 4.122
C 17.177 11.200 4.995
Cl 17.534 11.813 3.412
C 16.528 12.015 5.875
Cl 16.233 13.649 5.562
C 16.330 11.518 7.180
Cl 15.517 12.412 8.404

=====

[3]
43
Properties=species:S:1:pos:R:3 method="wB97M-V/def2-TZVPD" spin_multiplicity=2 e_tot_ha=-3236.11610 e_homo_ev="-11.1 / -11.6" total_charge=+1 fmax_ev_per_a=4.2 s_squared=0.76
Ti 0.142 -0.569 -0.398
Cl 6.008 2.818 0.632
C 4.689 1.901 0.022
C 4.929 0.692 -0.647
C 3.876 -0.050 -1.133
C 2.547 0.347 -0.924
O 1.550 -0.394 -1.367
C 2.298 1.594 -0.247
C 0.974 2.089 -0.084
N -0.055 1.306 -0.318
C -1.391 1.660 -0.409
C -1.986 2.859 -0.042
C -3.362 3.032 -0.214
C -4.154 2.048 -0.758
C -3.585 0.822 -1.163
C -4.305 -0.236 -1.758
C -3.637 -1.372 -2.159
C -2.266 -1.486 -1.936
N -1.555 -0.521 -1.352
C -2.191 0.631 -0.984
C 3.399 2.359 0.186
H 5.942 0.348 -0.787
H 4.064 -0.965 -1.677
H 0.826 3.132 0.189
H -1.395 3.649 0.397
H -3.808 3.967 0.087
H -5.215 2.203 -0.883
H -5.368 -0.143 -1.909
H -4.171 -2.175 -2.642
H -1.705 -2.364 -2.254
H 3.215 3.309 0.668
F 0.250 -6.064 -0.996
C -0.012 -4.922 -0.375
C -1.307 -4.663 0.097
F -2.249 -5.576 -0.094
C -1.611 -3.447 0.703
F -2.864 -3.163 1.064
C -0.620 -2.467 0.915
S -0.866 -0.946 1.726
C 0.670 -2.778 0.443
F 1.656 -1.854 0.735
C 0.987 -3.960 -0.209
F 2.217 -4.138 -0.675